Record 1
2 unconnected molecules or ions with the total composition C2H5N2O2, computed with the ωB97M-V functional and the def2-TZVPD basis.

The geometry in XYZ format:
```
11
Properties=species:S:1:pos:R:3:forces:R:3:lowdin_charge:R:1
N 0.339 -0.449 1.100 0.126 -0.091 0.557 0.09
C 0.268 -1.590 0.409 -0.060 -0.213 -0.340 -0.43
N 0.199 -2.750 0.968 0.035 -0.033 0.252 -0.01
H 0.377 -0.572 2.099 -0.118 0.134 -0.005 0.08
H 0.222 0.497 0.704 0.182 -0.099 -0.237 0.03
H 0.294 -1.462 -0.673 -0.178 0.210 -0.019 0.10
H 0.154 -3.472 0.260 0.069 0.029 -0.105 -0.02
O -0.759 0.809 -1.558 -0.094 -0.146 -0.128 -0.12
C -0.305 1.881 -1.136 0.367 0.339 0.262 -0.65
O 0.256 2.123 -0.031 -0.212 -0.150 -0.104 -0.16
H -0.366 2.771 -1.813 -0.116 0.020 -0.135 0.08
```
Forces are in eV/Å.

## Properties
- Total charge: -1
- Calculated total energy: -339.2757 a.u.
- Orbital gap: 9.11 eV
- Multiplicity: 1
- Energy above the lowest of the compared OMol25 structures with the same formula, charge and spin: 0.0 kJ/mol

---

Record 2
A molecular structure, C21H13N4O2Pt, computed with the ωB97M-V functional and the def2-TZVPD basis.

The geometry in XYZ format:
```
41
Properties=species:S:1:pos:R:3:forces:R:3:lowdin_spin:R:1
Pt 0.136 0.090 0.192 -0.044 -0.022 0.316 0.55
C 4.353 -0.408 -0.633 -0.004 0.093 0.004 0.06
C 4.806 0.896 -0.438 -0.105 0.009 0.034 0.00
C 3.901 1.913 -0.177 0.140 -0.032 -0.075 0.04
C 2.533 1.636 -0.096 -0.011 0.153 0.015 0.02
C 2.078 0.315 -0.239 -0.066 -0.315 -0.053 0.07
C 2.996 -0.691 -0.539 0.010 0.090 0.042 0.00
C 1.500 2.627 0.104 -0.388 -0.185 -0.215 0.23
C 1.696 3.968 0.387 0.039 0.025 0.082 0.01
C 0.636 4.838 0.478 -0.326 -0.020 -0.058 0.24
C -0.699 4.374 0.166 0.376 0.124 0.183 0.03
C -1.794 5.238 0.137 -0.025 0.150 -0.014 0.05
C -3.053 4.800 -0.228 -0.004 -0.118 -0.034 0.02
C -3.222 3.471 -0.603 -0.017 0.031 0.059 0.05
C -2.149 2.593 -0.574 0.006 -0.035 0.001 0.02
C -0.895 3.009 -0.144 0.613 -0.243 0.071 0.04
N 0.190 2.111 -0.023 -0.073 0.443 -0.043 0.32
H 5.055 -1.203 -0.857 0.000 0.024 0.004 0.00
H 5.863 1.121 -0.505 -0.010 -0.004 -0.004 0.00
H 4.258 2.930 -0.060 -0.004 -0.038 -0.015 0.00
H 2.658 -1.708 -0.697 0.032 0.006 0.002 0.00
H 2.706 4.325 0.543 -0.023 -0.019 -0.016 -0.01
H 0.793 5.885 0.705 -0.043 -0.033 0.006 0.02
H -1.635 6.278 0.405 -0.002 -0.034 -0.003 0.00
H -3.894 5.482 -0.231 0.020 -0.018 0.002 0.00
H -4.197 3.109 -0.903 0.007 -0.008 -0.020 0.00
H -2.275 1.576 -0.904 -0.034 -0.225 0.019 0.00
N -1.776 -0.309 1.030 0.309 0.184 -0.334 0.01
C -2.932 -0.387 1.028 -0.971 -0.026 0.149 0.01
C -4.323 -0.473 1.071 -0.045 -0.042 0.000 0.00
C -5.090 0.614 1.600 0.312 -0.431 -0.182 0.00
N -5.721 1.481 2.029 0.052 -0.055 -0.051 0.00
C -4.978 -1.659 0.604 0.294 0.497 0.150 0.00
N -5.507 -2.612 0.225 0.020 0.053 0.049 0.00
C 0.901 -2.660 1.406 0.003 -0.319 -0.262 0.03
O 0.499 -2.820 0.042 0.026 0.127 0.216 0.05
C 0.114 -1.729 -0.689 0.093 0.011 0.171 0.08
O -0.229 -1.896 -1.816 -0.090 -0.002 -0.289 0.02
H 0.371 -3.411 1.985 -0.008 -0.053 0.050 0.00
H 0.667 -1.682 1.809 -0.124 0.275 0.041 0.02
H 1.975 -2.815 1.482 0.065 -0.020 0.001 0.00
```
Forces are in eV/Å.

## Properties
- Total charge: -1
- Calculated total energy: -1296.8836 a.u.
- Orbital gap (spin up / spin down): 5.83 / 5.93 eV
- Multiplicity: 3
- Energy above the lowest of the compared OMol25 structures with the same formula, charge and spin: 0.0 kJ/mol

---

Record 3
A gas-phase ion, C8H16N3 (charge +1) in a non-equilibrium geometry, computed with the ωB97M-V functional and the def2-TZVPD basis.

The geometry in XYZ format:
```
27
Properties=species:S:1:pos:R:3:forces:R:3:lowdin_charge:R:1
C 1.267 -1.128 2.588 -0.561 1.467 -0.564 -0.04
C -0.125 -0.438 2.568 1.895 -2.079 -0.184 -0.01
C 1.621 -0.325 0.419 -0.558 2.559 0.755 -0.16
C 0.260 0.484 -2.123 1.411 1.490 -1.392 -0.07
C -1.946 0.398 -0.965 -1.455 -0.919 -1.674 -0.05
C -0.146 2.115 -0.249 1.602 -1.726 2.557 -0.02
C -0.311 -1.874 -0.191 0.329 2.266 -0.121 0.11
C -0.466 0.670 -0.797 1.278 0.564 -0.337 -0.56
N 2.027 -0.916 1.586 0.498 -2.445 2.009 0.06
N -0.599 -0.010 1.470 -0.878 -0.580 1.067 0.07
N 0.087 -0.358 0.257 0.200 -0.166 -0.544 -0.18
H 1.701 -1.575 3.497 -0.443 0.214 -0.445 0.13
H -0.674 -0.407 3.520 0.028 0.688 -0.640 0.14
H 2.170 0.680 0.585 -1.608 -0.746 -1.131 0.19
H 1.968 -0.773 -0.470 0.760 -0.662 -0.842 0.12
H -0.327 1.210 -2.749 0.940 -0.490 0.206 0.11
H 1.373 0.871 -2.075 -2.247 -0.751 -0.158 0.13
H 0.239 -0.451 -2.738 -0.173 0.435 1.062 0.10
H -2.010 -0.523 -1.721 -0.354 2.119 1.466 0.12
H -2.438 1.331 -1.448 0.744 -1.763 0.774 0.13
H -2.515 0.107 -0.038 0.752 0.607 -0.920 0.10
H -0.335 1.849 0.860 -0.423 1.965 -1.533 0.09
H 0.955 2.433 -0.207 -1.286 -0.905 -0.615 0.10
H -0.649 2.964 -0.705 -0.613 -0.449 0.233 0.09
H -1.307 -2.035 0.260 0.751 -0.230 -0.310 0.11
H -0.340 -1.821 -1.313 0.037 -0.335 1.341 0.09
H 0.521 -2.482 0.180 -0.626 -0.131 -0.058 0.10
```
Forces are in eV/Å.

## Properties
- Total charge: +1
- Calculated total energy: -478.3152 a.u.
- Orbital gap: 9.45 eV
- Multiplicity: 1
- Energy above the lowest of the compared OMol25 structures with the same formula, charge and spin: 367.4 kJ/mol

---

Record 4
A molecular structure, C26H39FN3O3Sb2Se4Sn, computed with the ωB97M-V functional and the def2-TZVPD basis.

The geometry in XYZ format:
```
79
Properties=species:S:1:pos:R:3:forces:R:3:lowdin_charge:R:1
Sn 0.786 -1.599 -2.216 0.030 0.084 0.086 0.64
F 0.444 1.544 2.899 -0.021 0.022 -0.032 0.06
C -0.071 0.310 2.659 -0.041 -0.008 0.070 -0.20
C -0.997 0.136 1.678 0.018 0.024 -0.005 0.08
C -1.404 -1.164 1.344 0.029 -0.046 -0.024 -0.07
C -1.946 -1.379 -0.015 -0.026 0.058 -0.070 -0.35
O -2.250 -0.435 -0.741 -0.015 -0.020 0.040 0.03
C -1.928 -2.758 -0.453 0.057 0.033 -0.025 -0.08
C -1.662 -3.738 0.432 0.013 0.010 -0.028 -0.01
N -1.305 -3.530 1.739 -0.040 0.006 0.034 -0.02
C -0.778 -4.652 2.467 0.026 -0.038 0.027 -0.30
C -1.330 -4.932 3.830 -0.006 0.006 -0.001 -0.10
C -1.681 -5.826 2.673 -0.003 0.007 -0.007 -0.09
C -0.988 -2.239 2.133 0.061 -0.009 -0.069 -0.17
C -0.047 -2.023 3.153 0.044 -0.056 -0.083 0.05
C 0.492 -0.775 3.347 -0.043 0.217 -0.105 -0.18
N 1.823 -0.702 3.863 -0.051 -0.224 0.247 -0.09
C 2.182 0.255 4.879 0.061 0.151 -0.037 -0.17
C 3.578 -0.092 5.384 -0.004 -0.022 -0.039 -0.10
N 4.552 -0.128 4.238 0.017 -0.003 0.006 0.06
C 4.114 -1.071 3.133 -0.034 -0.008 0.022 -0.13
C 2.742 -0.620 2.727 0.113 -0.075 -0.074 -0.22
C -1.997 -3.097 -1.935 0.020 -0.071 0.036 -0.63
O -3.046 -3.447 -2.442 -0.002 -0.026 0.000 0.06
O -0.847 -3.034 -2.530 0.030 0.108 -0.094 -0.28
H -1.317 0.961 1.055 -0.008 0.003 0.006 0.13
H -1.661 -4.777 0.129 0.008 0.000 0.003 0.16
H 0.276 -4.845 2.287 -0.002 0.010 -0.012 0.14
H -2.098 -4.261 4.189 -0.001 0.000 0.003 0.11
H -0.647 -5.300 4.584 0.000 -0.001 -0.001 0.10
H -2.683 -5.750 2.274 -0.001 -0.001 0.001 0.11
H -1.237 -6.809 2.621 0.002 0.002 0.000 0.10
H 0.448 -2.861 3.621 -0.006 0.003 0.020 0.12
H 1.489 0.203 5.720 0.013 -0.013 0.013 0.14
H 2.184 1.294 4.510 -0.013 -0.021 0.016 0.12
H 3.587 -1.089 5.823 0.014 -0.002 -0.006 0.13
H 3.943 0.638 6.106 -0.014 -0.003 0.009 0.13
H 5.482 -0.383 4.566 0.006 0.013 -0.001 0.18
H 4.623 0.801 3.815 0.010 -0.005 -0.028 0.18
H 4.120 -2.079 3.542 -0.003 -0.006 0.032 0.14
H 4.821 -0.987 2.308 0.019 0.034 -0.050 0.05
H 2.381 -1.259 1.922 0.037 -0.034 -0.039 0.01
H 2.796 0.395 2.309 0.002 0.033 -0.036 0.10
Se 5.446 -3.749 0.304 0.014 0.049 0.024 -0.28
Sb 3.942 -2.185 -0.760 -0.054 -0.097 0.007 -0.29
Se 3.253 -2.438 -3.166 -0.083 -0.068 0.016 -0.15
Se 1.606 -2.779 0.039 -0.088 -0.017 0.092 0.03
Se 4.453 0.154 -0.295 -0.056 0.047 0.082 -0.18
C 0.328 4.447 -4.675 -0.003 0.006 -0.012 -0.17
C -1.062 3.837 -4.534 0.028 0.028 0.061 -0.62
C -1.698 3.635 -5.907 -0.009 -0.004 -0.002 -0.18
Sb -0.986 1.899 -3.529 -0.078 -0.017 -0.088 1.46
C -0.144 2.482 -1.614 -0.015 -0.017 0.000 -0.59
C 1.379 2.532 -1.663 0.016 0.008 -0.016 -0.17
C -0.737 3.753 -1.020 -0.013 -0.009 0.001 -0.15
C -3.061 1.839 -2.846 0.003 -0.010 0.012 -0.58
C -3.840 3.144 -2.967 0.002 0.000 -0.011 -0.16
C -3.792 0.697 -3.545 0.001 -0.004 -0.002 -0.17
H 0.294 5.365 -5.274 -0.002 -0.004 -0.002 0.07
H 1.015 3.758 -5.175 0.003 0.001 0.002 0.07
H 0.765 4.700 -3.708 -0.005 0.009 0.001 0.04
H -1.690 4.508 -3.942 0.000 -0.006 0.007 0.07
H -1.082 2.975 -6.524 -0.001 -0.001 -0.001 0.07
H -1.797 4.587 -6.441 0.003 -0.002 0.001 0.07
H -2.691 3.184 -5.845 0.000 0.003 0.000 0.05
H -0.445 1.630 -0.993 0.020 -0.004 -0.007 0.04
H 1.736 3.345 -2.300 0.000 0.000 0.020 0.06
H 1.815 1.605 -2.039 0.000 -0.026 -0.001 0.03
H 1.796 2.690 -0.664 0.007 0.002 0.024 0.07
H -0.558 4.622 -1.661 0.004 -0.001 -0.002 0.06
H -0.280 3.970 -0.047 0.000 0.001 0.007 0.07
H -1.815 3.669 -0.867 0.006 0.000 -0.003 0.05
H -2.957 1.579 -1.790 0.000 -0.001 -0.027 0.05
H -3.965 3.446 -4.010 -0.002 0.004 0.000 0.06
H -3.363 3.972 -2.441 -0.002 0.000 0.003 0.05
H -4.845 3.020 -2.548 0.002 -0.003 -0.001 0.07
H -3.868 0.876 -4.623 0.001 -0.002 -0.003 0.06
H -4.811 0.595 -3.157 0.004 0.000 0.001 0.07
H -3.286 -0.258 -3.397 -0.004 0.004 0.013 0.06
```
Forces are in eV/Å.

## Properties
- Total charge: -1
- Calculated total energy: -11804.6128 a.u.
- Orbital gap: 5.34 eV
- Multiplicity: 1
- Energy above the lowest of the compared OMol25 structures with the same formula, charge and spin: 22.8 kJ/mol

---

Record 5
A gas-phase ion, C5H12NO (charge -1) in a non-equilibrium geometry, computed with the ωB97M-V functional and the def2-TZVPD basis.

The geometry in XYZ format:
```
19
Properties=species:S:1:pos:R:3:forces:R:3:lowdin_charge:R:1
C 0.392 2.075 -1.110 -2.396 1.533 0.083 -0.53
O -0.648 2.735 -1.800 1.411 -0.904 0.430 -0.45
C 0.047 0.585 -0.927 1.220 0.244 -0.961 -0.25
C 1.027 -0.370 -0.200 -0.109 1.723 -1.168 -0.24
C 0.257 -1.673 0.077 1.338 2.026 0.577 -0.24
C -0.856 -1.573 1.133 1.780 -1.264 0.353 -0.27
N -0.241 -1.646 2.487 1.402 1.056 -0.141 -0.03
H 1.370 2.146 -1.575 0.807 0.005 -0.581 0.06
H 0.513 2.633 -0.127 0.215 -0.849 0.003 0.08
H -0.853 0.549 -0.351 -0.976 0.073 -0.152 0.07
H -0.102 0.242 -2.004 -0.223 0.084 1.367 0.12
H 1.869 -0.595 -0.935 -0.640 0.237 1.249 0.11
H 1.423 0.187 0.718 -0.291 -1.061 -0.965 0.12
H 1.118 -2.237 0.385 -0.399 -1.594 0.635 0.09
H -0.086 -1.992 -0.890 -0.425 -0.413 -0.328 0.09
H -1.480 -0.727 1.122 -0.672 1.313 -0.841 0.08
H -1.468 -2.422 0.877 -0.497 -0.593 0.800 0.09
H 0.254 -0.735 2.694 -0.539 -1.339 -0.732 0.08
H -0.898 -1.672 3.233 -1.004 -0.277 0.373 0.03
```
Forces are in eV/Å.

## Properties
- Total charge: -1
- Calculated total energy: -327.6440 a.u.
- Orbital gap: 5.60 eV
- Multiplicity: 1
- Energy above the lowest of the compared OMol25 structures with the same formula, charge and spin: 136.7 kJ/mol